C23H36P2V | ωB97M-V/def2-TZVPD

Geometry as XYZ:
```
62
Properties=species:S:1:pos:R:3:forces:R:3
P -1.38696 2.33371 0.13511 1.15 -1.06 -1.82
P -1.04386 -0.72295 -2.06070 -0.58 2.90 0.84
C -2.10149 2.03764 -1.54290 -1.64 1.23 0.09
C -2.28393 0.64396 -2.18792 -1.18 -1.04 -1.60
H -1.64775 2.72971 -2.26716 -0.03 -0.18 0.31
H -3.11532 2.42917 -1.39781 -0.03 -0.27 -0.82
H -3.25048 0.22509 -1.89022 -0.05 0.11 0.07
H -2.35246 0.81106 -3.26646 -0.37 0.21 0.55
C 0.16192 -0.17186 -3.36364 -0.98 -0.86 -0.43
H 0.75226 -1.04641 -3.69084 0.02 0.67 0.19
H 0.84713 0.63674 -2.97134 -0.18 -0.40 -0.14
H -0.40793 0.23724 -4.22656 0.52 -0.19 0.49
C -1.80544 -2.35494 -2.11800 -0.23 -0.57 -0.52
H -2.17002 -2.60279 -3.14853 0.19 0.09 0.94
H -2.65531 -2.35466 -1.38908 0.70 0.00 -0.63
H -1.03384 -3.09345 -1.79675 -0.62 0.52 -0.20
C -0.79582 4.04483 0.40656 -0.48 0.49 0.12
H -0.25256 4.00481 1.37138 -0.32 0.05 -0.41
H -1.62153 4.77106 0.47470 0.30 -0.02 0.12
H -0.06646 4.40070 -0.34738 -0.50 -0.52 0.24
C -2.69460 1.98075 1.35129 -0.30 0.31 0.15
H -3.18246 1.01780 1.10689 0.39 0.44 0.12
H -3.46751 2.77436 1.34786 0.28 -0.34 0.08
H -2.24037 1.92275 2.35913 -0.28 -0.05 -0.49
V 0.19117 0.86351 -0.94268 0.67 -0.52 2.17
C -4.19088 1.90302 -4.13476 -0.12 -0.05 -1.06
C -3.10721 2.34655 -4.79778 -1.46 -0.98 0.09
C -3.00579 3.72920 -5.31961 0.57 0.84 0.11
C -3.45825 4.86038 -4.33776 0.54 0.07 -0.80
C -3.28823 4.64783 -2.85583 -1.41 0.45 0.53
C -4.32520 4.19777 -2.11160 1.34 1.47 -0.40
C -5.57936 3.64986 -2.69749 -0.41 -0.58 0.05
C -5.42361 2.75747 -3.97291 -0.70 0.08 0.31
C 0.69340 1.05465 1.12223 0.93 -1.21 0.67
H -4.33761 0.83302 -3.87624 0.44 0.94 -0.02
H -2.29501 1.66413 -5.06474 -0.20 0.16 0.23
H -3.57494 3.93099 -6.23910 0.03 -0.52 0.05
H -1.95848 3.85570 -5.60687 -0.01 0.34 0.07
H -2.85471 5.72760 -4.62101 -0.10 0.09 0.09
H -4.48845 5.12529 -4.62586 0.31 -0.06 0.56
H -2.37543 5.06357 -2.39737 -0.52 -0.40 -0.10
H -4.29177 4.29226 -1.01377 0.15 -0.29 -0.53
H -6.33262 4.40475 -2.97843 0.38 0.13 0.28
H -6.04981 3.08779 -1.88098 -0.07 -0.18 -0.31
H -6.27977 2.07808 -3.93678 -0.01 0.01 -0.14
H -5.61117 3.40873 -4.84255 0.35 -0.40 0.15
H 0.85886 0.00271 1.38390 0.07 0.34 0.39
H 0.16199 1.50061 1.99402 0.39 0.10 -0.53
H 1.70934 1.48162 1.03994 0.01 0.25 0.23
C 0.50031 -1.17775 -0.71725 5.66 -2.63 3.59
C 1.23718 -1.87432 0.06491 -2.70 1.03 -3.24
C 2.07218 -2.80847 0.73737 0.36 -1.15 0.85
C 3.29791 -3.20898 0.13080 -0.50 0.35 0.60
C 4.17012 -4.06866 0.79865 -0.01 0.05 0.23
C 3.81690 -4.58010 2.06799 0.14 0.15 -0.26
C 2.58960 -4.23420 2.66490 0.12 -0.07 0.25
C 1.71045 -3.37787 2.00099 0.57 0.48 -0.76
H 3.53247 -2.76441 -0.83942 0.08 -0.24 0.33
H 5.16269 -4.28261 0.34538 -0.90 -0.03 0.43
H 4.53109 -5.23469 2.58508 -0.42 0.32 -0.16
H 2.32476 -4.58949 3.69273 0.32 0.19 -1.13
H 0.75805 -3.08561 2.44409 0.29 -0.08 -0.07
```
Forces are in eV/Å.

As for the spin multiplicity: 4. The HOMO energy (spin up / spin down) is -5.18 / -5.41 eV. The maximum force is 0.1400 hartree/bohr. The gap between HOMO and LUMO (spin up / spin down) is 5.63 / 5.64 eV. The value obtained for the LUMO energy (spin up / spin down) is 0.016 / 0.008 Eh. The total energy comes out at -2524.27230 a.u. Its expectation value of S² is 3.84. The net charge is 0.